{"formula": "C16H16Cl2N2S", "method": "the ωB97M-V functional and the def2-TZVPD basis", "elements": ["C", "C", "Cl", "C", "Cl", "C", "C", "C", "C", "C", "C", "N", "C", "C", "C", "C", "C", "C", "N", "C", "S", "H", "H", "H", "H", "H", "H", "H", "H", "H", "H", "H", "H", "H", "H", "H", "H"], "positions_angstrom": [[6.0873, 1.1634, -0.9503], [4.7067, 0.6286, -1.3150], [3.9541, 1.8495, -2.3863], [3.8268, 0.4591, -0.0781], [4.6940, -0.5151, 1.1507], [2.4476, -0.1416, -0.3031], [1.9856, -0.5443, -1.5501], [0.6977, -1.0508, -1.6805], [-0.1077, -1.1877, -0.5630], [0.3396, -0.7999, 0.6965], [1.6159, -0.2674, 0.8073], [-0.4962, -0.9701, 1.8137], [-1.8253, -0.5266, 1.6611], [-2.4350, 0.2305, 2.6567], [-3.7498, 0.6418, 2.5037], [-4.4613, 0.3279, 1.3522], [-3.8658, -0.4222, 0.3379], [-4.6486, -0.7579, -0.9164], [-5.2935, 0.3985, -1.5521], [-2.5506, -0.8629, 0.5092], [-1.7251, -1.9115, -0.6687], [6.6079, 1.5141, -1.8300], [5.9488, 2.0012, -0.2711], [6.6662, 0.4121, -0.4266], [4.7807, -0.3205, -1.8349], [3.7022, 1.4509, 0.3467], [2.5982, -0.4675, -2.4289], [0.3037, -1.3631, -2.6336], [1.9677, 0.0403, 1.7816], [-0.0606, -0.5778, 2.6359], [-1.8993, 0.4902, 3.5565], [-4.2154, 1.2155, 3.2881], [-5.4780, 0.6691, 1.2409], [-5.4056, -1.5011, -0.6848], [-3.9866, -1.1846, -1.6589], [-4.6372, 1.1657, -1.5913], [-6.0891, 0.7141, -1.0148]], "forces_ev_per_a": [[-0.385, -0.046, 0.222], [0.507, 0.001, 0.520], [-0.194, -0.002, -0.150], [-0.568, 0.132, -0.486], [0.142, -0.152, 0.120], [0.116, -0.045, 0.059], [-0.138, -0.164, 0.153], [0.007, 0.015, 0.416], [-0.464, -0.127, 0.041], [0.438, -0.051, -0.308], [-0.202, 0.005, -0.087], [0.103, 0.335, -0.198], [-0.425, 0.071, 0.202], [-0.140, -0.106, -0.250], [-0.085, -0.131, -0.295], [0.475, -0.085, 0.180], [0.107, -0.167, -0.001], [0.001, 0.627, -0.039], [-0.110, -0.301, 0.106], [0.258, 0.021, 0.173], [0.041, 0.080, -0.061], [0.148, -0.045, -0.187], [0.113, 0.196, 0.034], [0.143, -0.126, -0.068], [-0.065, -0.015, -0.319], [0.039, 0.093, 0.242], [0.133, 0.059, -0.143], [0.056, 0.014, -0.211], [0.107, 0.056, 0.123], [-0.104, -0.099, 0.148], [0.181, 0.013, 0.093], [-0.097, 0.091, 0.106], [-0.152, 0.028, -0.024], [-0.153, -0.116, -0.028], [0.153, -0.225, -0.052], [0.038, 0.117, -0.062], [-0.025, 0.048, 0.033]], "max_force_ha_per_bohr": 0.01476, "homo_energy_ev": -7.88, "smiles": "C[C@H](Cl)[C@H](Cl)c1ccc2c(c1)Nc1cccc(CN)c1S2", "spin_multiplicity": 1}